The following is a DFT calculation (wB97M-V/def2-TZVPD) of a 3-piece molecular cluster, C27H60BrN3O9P overall.

Results
**Total charge**: -1
**HOMO energy**: -4.51 eV
**Molar mass**: 681.67 g/mol

Each line ends with the Mulliken charge.
Positions of all 101 atoms, in Å:
C -1.45836 4.88838 3.97686  -1.31
C -0.47048 3.77739 3.43198  1.20
C -0.61052 2.39910 4.16428  -0.98
C 0.74901 1.57563 4.21237  -0.41
C 0.85052 0.68108 2.92674  -0.42
C 2.30095 0.20630 2.55185  -0.10
C 3.42755 1.28823 2.71564  -1.32
C 3.09361 2.68709 2.05341  0.80
C 4.31038 3.19317 1.17980  -0.87
C 4.17942 4.72249 0.77724  -0.77
C 3.34489 4.92489 -0.56231  -0.72
C 1.84854 5.20290 -0.10338  0.27
C 0.89207 5.53161 -1.31288  -0.83
N -0.54798 5.36940 -0.99426  -0.35
Br -0.94206 6.34083 0.56156  -0.08
C -0.91927 3.95095 -0.89504  1.68
C -2.25801 3.65891 -0.12970  -0.13
O -3.29441 4.30157 -0.31757  -0.71
O -2.28833 2.66324 0.70697  -0.72
P -1.22749 3.37184 -2.68222  0.69
O -1.83520 4.51951 -3.39228  -0.70
O 0.22903 2.87730 -3.32802  -0.53
O -2.37369 2.17221 -2.64649  -0.38
H -2.26871 5.07948 3.22983  0.27
H -0.87345 5.84400 4.03993  0.27
H -1.86305 4.64032 4.98580  0.40
H -0.62138 3.71979 2.32933  -0.67
H 0.58137 4.13235 3.60468  0.00
H -1.39849 1.74267 3.70477  0.26
H -0.97231 2.62034 5.20435  0.48
H 0.69224 0.94231 5.13401  0.29
H 1.56027 2.33107 4.32459  0.28
H 0.31437 1.20174 2.09315  0.08
H 0.25718 -0.25007 3.14311  0.33
H 2.28700 -0.06358 1.45844  -0.12
H 2.56945 -0.73179 3.08718  0.35
H 3.69720 1.46390 3.79198  0.29
H 4.35270 0.86118 2.23762  0.42
H 2.93928 3.44159 2.86230  0.23
H 2.16793 2.54098 1.44664  -0.48
H 5.27340 3.10880 1.75539  0.34
H 4.44145 2.53966 0.27464  0.39
H 5.17172 5.23575 0.71300  0.42
H 3.62029 5.21329 1.61946  0.34
H 3.41307 4.04209 -1.24012  0.33
H 3.69683 5.83633 -1.11549  0.31
H 1.45533 4.33295 0.47927  -0.31
H 1.93015 6.05000 0.62469  0.41
H 1.18327 4.98396 -2.24551  0.31
H 1.05305 6.61916 -1.55395  0.34
H -0.10161 3.28640 -0.50482  -0.51
H 0.18058 1.91062 -3.46286  0.30
H -2.06613 1.40105 -2.13057  0.30
C -5.86301 0.31990 -4.14885  -0.60
O -5.30389 -0.39136 -5.24392  -0.36
C -3.89439 -0.57584 -5.16176  -0.49
C -3.53618 -2.00663 -4.77247  -0.20
N -3.85964 -2.29022 -3.37777  -0.21
C -3.90133 -3.70992 -3.02155  -0.73
C -4.77729 -4.66601 -3.84238  -0.45
O -6.17584 -4.51508 -3.65412  -0.44
C -6.74963 -3.39459 -4.30426  -0.47
H -6.85988 0.65134 -4.44164  0.23
H -5.97305 -0.32044 -3.26927  0.26
H -5.26639 1.19756 -3.88958  0.26
H -3.42456 0.15790 -4.49965  0.11
H -3.50724 -0.39787 -6.16978  0.38
H -2.46264 -2.16282 -4.92581  0.39
H -4.07443 -2.66830 -5.45957  0.12
H -4.75900 -1.88510 -3.15536  0.08
H -4.24576 -3.75628 -1.98460  0.38
H -2.87328 -4.09019 -3.02795  0.37
H -4.55078 -5.67754 -3.49238  0.35
H -4.52960 -4.66023 -4.90993  0.34
H -6.31466 -3.22021 -5.29113  0.27
H -6.65308 -2.50771 -3.67676  0.11
H -7.81729 -3.58276 -4.42860  0.32
C 5.11033 -5.65837 0.16318  -0.69
O 3.77049 -5.97040 -0.17232  -0.31
C 3.17439 -6.97082 0.64946  -0.83
C 2.19269 -6.37017 1.65006  -0.12
N 2.87411 -5.62468 2.70361  -0.34
C 2.02268 -4.71843 3.48073  -0.88
C 1.15881 -3.68375 2.74776  -0.54
O 1.87424 -2.60777 2.16238  -0.25
C 2.55322 -2.92618 0.96242  -0.55
H 5.54729 -5.11909 -0.67799  0.23
H 5.16293 -5.00424 1.03759  0.28
H 5.70202 -6.55989 0.34425  0.32
H 3.92636 -7.59587 1.14133  0.39
H 2.60674 -7.61679 -0.02705  0.39
H 1.60868 -7.17609 2.10730  0.38
H 1.50462 -5.73701 1.08101  0.12
H 3.62088 -5.07881 2.29559  0.16
H 2.68976 -4.17245 4.15376  0.40
H 1.36947 -5.32924 4.11400  0.40
H 0.51617 -3.22071 3.50215  0.36
H 0.47817 -4.13640 2.01789  0.39
H 1.97728 -3.60338 0.32709  0.33
H 3.53506 -3.34714 1.18828  0.06
H 2.72331 -2.00029 0.41127  0.37

Atomic forces in eV per Å
C 0.7 0.2 -0.7
C 0.0 0.2 0.3
C 0.0 -0.1 0.1
C -1.4 0.3 0.0
C 0.2 -0.3 0.7
C 0.0 0.7 -0.5
C 0.1 0.0 0.0
C 1.1 -0.7 0.0
C 0.1 0.6 0.1
C -0.3 -0.6 -0.5
C -0.7 0.6 1.2
C 0.8 -0.4 -0.8
C 0.7 1.2 0.8
N 0.6 -0.7 -0.6
Br -0.1 0.1 0.1
C 0.3 -1.2 -0.5
C -2.4 -2.2 2.6
O 1.0 1.2 -1.2
O 2.1 0.9 -1.6
P -2.0 2.7 0.3
O 1.0 -1.2 -0.4
O -1.7 -1.1 0.6
O 2.4 -0.1 -0.1
H 0.4 -0.3 0.8
H -0.6 -0.7 0.1
H 0.2 0.2 -0.8
H 0.1 -0.3 0.8
H -0.8 -0.2 -0.1
H 0.6 0.7 0.2
H 0.5 -0.3 -0.7
H 0.4 0.4 -0.7
H -0.3 -0.8 -0.1
H 0.6 -0.4 0.5
H 0.4 0.8 -0.4
H 0.0 0.1 0.9
H -0.2 0.9 -0.2
H -0.3 -0.3 -0.8
H -0.7 0.4 0.4
H -0.2 -0.5 -0.7
H 0.7 0.5 0.4
H -1.0 -0.2 -0.2
H -0.2 0.6 0.7
H -0.6 -0.6 0.0
H 0.6 -0.2 -0.8
H 0.0 0.6 0.5
H -0.2 -0.8 0.4
H 0.3 0.6 -0.5
H -0.4 -0.6 -0.8
H -0.6 0.1 0.9
H -0.2 -0.9 0.1
H -0.7 0.6 0.1
H 0.3 0.5 -0.1
H -0.4 0.3 0.1
C -0.1 0.0 -0.2
O 0.1 0.1 0.3
C 0.1 -0.3 -0.3
C -0.1 0.2 0.2
N -0.2 -0.2 -0.2
C 0.0 0.2 0.0
C 0.1 -0.2 0.2
O 0.1 0.0 -0.2
C -0.2 -0.1 0.2
H 0.1 0.0 -0.1
H 0.0 0.1 0.1
H 0.0 0.0 0.0
H -0.1 0.0 0.1
H 0.0 0.0 0.0
H 0.0 0.0 0.0
H 0.1 0.0 -0.2
H 0.1 0.1 0.0
H 0.0 -0.1 0.0
H 0.0 -0.1 -0.1
H 0.0 0.0 0.0
H 0.0 0.2 0.0
H 0.1 0.1 0.1
H 0.0 0.2 -0.2
H 0.1 -0.1 0.0
C -0.2 0.1 -0.2
O 0.3 -0.2 0.2
C -0.5 0.0 -0.1
C 0.3 0.1 0.0
N 0.0 0.1 -0.1
C 0.1 -0.1 0.0
C 0.0 0.1 0.2
O -0.2 -0.6 -0.1
C 0.1 0.3 0.2
H -0.1 0.0 0.0
H 0.1 -0.1 0.1
H 0.0 0.0 0.0
H 0.1 0.2 0.1
H 0.0 0.0 0.0
H 0.0 0.0 0.0
H -0.1 -0.1 -0.1
H -0.1 -0.1 0.0
H -0.1 0.0 0.0
H -0.1 0.0 -0.1
H 0.1 0.0 0.0
H 0.1 -0.1 -0.1
H 0.0 -0.1 0.0
H 0.0 -0.2 -0.2
H -0.1 0.0 0.1